# C8H11N2

An isolated ion of composition C8H11N2 and charge +1 in a non-equilibrium geometry (wB97M-V/def2-TZVPD, OMol25).

The value obtained for the frontier orbital gap is 10.12 eV. Its SMILES is C=CC(=C)c1[nH]cc(C)[nH+]1. The calculation puts the total energy at -11446.433 eV. The charge is +1. Its energy above the lowest of the compared OMol25 structures with the same formula, charge and spin is 32.2 kcal per mole.

Last columns: bonded neighbours and bond lengths (Å).
Element x y z (Å)
1 H 1.930 -2.453 -0.895  C10 1.095
2 N -0.439 -1.278 0.866  C4 1.350, H9 0.980, C21 1.399
3 C 2.477 0.829 0.037  H13 1.072, C18 1.424, C19 1.332
4 C 0.160 -0.436 -0.002  N2 1.350, N14 1.324, C18 1.636
5 H 3.095 2.510 0.967  C19 1.099
6 H 1.806 1.751 1.961  C19 1.073
7 C -1.994 -0.098 -0.144  C11 1.514, N14 1.418, C21 1.359
8 H -3.033 1.291 -1.303  C11 1.085
9 H -0.005 -1.926 1.460  N2 0.980
10 C 2.304 -1.433 -0.761  H1 1.095, H12 1.021, C18 1.289
11 C -3.299 0.548 -0.558  C7 1.514, H8 1.085, H16 1.043, H17 1.108
12 H 3.268 -1.341 -1.085  C10 1.021
13 H 3.279 1.134 -0.606  C3 1.072
14 N -0.731 0.288 -0.660  C4 1.324, C7 1.418, H20 0.951
15 H -2.704 -1.610 1.196  C21 1.110
16 H -4.040 -0.028 -1.013  C11 1.043
17 H -3.817 1.115 0.239  C11 1.108
18 C 1.781 -0.386 -0.222  C3 1.424, C4 1.636, C10 1.289
19 C 2.414 1.654 1.081  C3 1.332, H5 1.099, H6 1.073
20 H -0.631 0.956 -1.330  N14 0.951
21 C -1.822 -1.086 0.772  N2 1.399, C7 1.359, H15 1.110

Charges obtained by Löwdin population analysis, quoted in units of e:
1 H 0.10
2 N 0.17
3 C -0.16
4 C -0.13
5 H 0.08
6 H 0.07
7 C -0.22
8 H 0.08
9 H 0.16
10 C 0.10
11 C 0.00
12 H 0.06
13 H 0.11
14 N 0.23
15 H 0.16
16 H 0.07
17 H 0.11
18 C -0.21
19 C 0.06
20 H 0.15
21 C 0.02

# C8H11N2O

A 2-piece molecular cluster, C8H11N2O overall in a non-equilibrium geometry (wB97M-V/def2-TZVPD, OMol25).

The value obtained for the frontier orbital gap (alpha / beta) is 8.12 / 8.11 eV. The calculation puts the total energy at -13491.330 eV. The charge is +1. Its energy above the lowest of the compared OMol25 structures with the same formula, charge and spin is 116.3 kcal per mole.

Last columns: bonded neighbours and bond lengths (Å).
Element x y z (Å)
1 H 0.859 -0.987 -2.566  C3 1.084
2 N -2.357 -0.939 -0.098  C4 1.386, C9 1.385, O10 1.215
3 C 1.025 -1.652 -1.727  H1 1.084, H16 1.082, H17 1.090, H18 1.083
4 C -1.121 -0.856 0.525  N2 1.386, C5 1.430, C14 1.379
5 C -0.597 -2.097 1.004  C4 1.430, N12 1.142
6 C -1.142 1.604 0.361  H7 1.102, C8 1.470, C14 1.475, H22 1.101
7 H -0.466 2.164 -0.305  C6 1.102
8 C -2.450 1.437 -0.289  C6 1.470, C9 1.342, H19 1.080
9 C -2.993 0.226 -0.491  N2 1.385, C8 1.342, H20 1.082
10 O -2.881 -2.019 -0.291  N2 1.215
11 C 0.825 0.397 1.425  H13 1.097, C14 1.472, H15 1.090, H21 1.087
12 N -0.153 -3.068 1.410  C5 1.142
13 H 1.598 0.271 0.657  C11 1.097
14 C -0.500 0.347 0.786  C4 1.379, C6 1.475, C11 1.472
15 H 0.972 -0.421 2.131  C11 1.090
16 H 0.599 -2.621 -1.949  C3 1.082
17 H 0.567 -1.249 -0.824  C3 1.090
18 H 2.090 -1.767 -1.567  C3 1.083
19 H -2.984 2.324 -0.600  C8 1.080
20 H -3.957 0.065 -0.957  C9 1.082
21 H 1.009 1.353 1.910  C11 1.087
22 H -1.242 2.286 1.219  C6 1.101

Charges obtained by Löwdin population analysis, quoted in units of e:
1 H 0.03
2 N -0.11
3 C -0.01
4 C -0.14
5 C -0.16
6 C -0.08
7 H 0.18
8 C 0.05
9 C 0.04
10 O 0.20
11 C 0.02
12 N 0.27
13 H 0.12
14 C -0.13
15 H 0.11
16 H 0.04
17 H -0.04
18 H 0.04
19 H 0.14
20 H 0.16
21 H 0.11
22 H 0.17

# C8H11N2S

An isolated ion of composition C8H11N2S and charge +1 in a non-equilibrium geometry (wB97M-V/def2-TZVPD, OMol25).

The value obtained for the frontier orbital gap (alpha / beta) is 7.29 / 7.29 eV. The calculation puts the total energy at -22277.977 eV. The charge is +1. Its energy above the lowest of the compared OMol25 structures with the same formula, charge and spin is 87.5 kcal per mole.

Last columns: bonded neighbours and bond lengths (Å).
Element x y z (Å)
1 C -2.966 1.071 1.004  H3 1.094, C6 1.327, H20 1.070
2 C 0.324 1.769 -1.042  H5 0.997, S11 1.781, C12 1.384
3 H -3.152 2.077 1.390  C1 1.094
4 N 0.622 -0.306 0.198  C9 1.224, C12 1.375
5 H 0.738 2.605 -1.394  C2 0.997
6 C -2.081 0.880 0.033  C1 1.327, S11 1.644
7 H -1.811 -3.682 0.036  C21 1.202
8 N -1.504 -1.459 -0.049  C9 1.210, C21 1.430
9 C -0.417 -0.937 0.060  N4 1.224, N8 1.210
10 H -2.652 -2.713 1.249  C21 1.071
11 S -1.442 1.683 -1.251  C2 1.781, C6 1.644
12 C 1.111 0.842 -0.380  C2 1.384, N4 1.375, C22 1.485
13 H 2.957 -0.904 0.247  C14 1.076
14 C 3.466 -0.132 -0.303  H13 1.076, H15 1.081, H17 1.056, C22 1.577
15 H 3.411 -0.300 -1.370  C14 1.081
16 H 2.615 1.284 0.997  C22 1.090
17 H 4.391 0.183 0.095  C14 1.056
18 H 2.860 1.878 -0.781  C22 1.080
19 H -3.235 -2.680 -0.492  C21 1.186
20 H -3.464 0.323 1.586  C1 1.070
21 C -2.307 -2.606 0.241  H7 1.202, N8 1.430, H10 1.071, H19 1.186
22 C 2.537 1.123 -0.079  C12 1.485, C14 1.577, H16 1.090, H18 1.080

Charges obtained by Löwdin population analysis, quoted in units of e:
1 C 0.06
2 C -0.27
3 H 0.11
4 N 0.18
5 H 0.03
6 C -0.40
7 H 0.14
8 N 0.07
9 C -0.17
10 H 0.07
11 S 1.14
12 C -0.31
13 H 0.06
14 C -0.05
15 H 0.08
16 H 0.13
17 H 0.07
18 H 0.12
19 H 0.13
20 H 0.08
21 C -0.08
22 C -0.17

# C8H11N2S

An isolated ion of composition C8H11N2S and charge +1 in a non-equilibrium geometry (wB97M-V/def2-TZVPD, OMol25).

The value obtained for the frontier orbital gap (alpha / beta) is 6.06 / 5.79 eV. As for the expectation value of S²: 2.03. The calculation puts the total energy at -22277.390 eV. Its spin multiplicity is 3. The charge is +1. Its energy above the lowest of the compared OMol25 structures with the same formula, charge and spin is 46.8 kcal per mole.

Last columns: bonded neighbours and bond lengths (Å).
Element x y z (Å)
1 H 2.964 0.963 -1.496  C17 1.077
2 C -1.985 1.115 0.593  N11 1.317, C15 1.394, H19 1.058
3 C 3.842 -0.202 0.153  H6 1.064, H9 1.061, C17 1.550, H18 1.078
4 H -3.708 2.543 0.976  C15 1.071
5 C -0.715 -0.777 0.016  N11 1.397, C21 1.323, N22 1.431
6 H 4.808 0.245 0.154  C3 1.064
7 S -3.497 -0.589 -0.732  N11 1.824, C12 1.718
8 C 1.455 -0.301 -0.675  H14 1.108, C17 1.494, N22 1.225
9 H 3.586 -0.182 1.183  C3 1.061
10 H 0.146 -2.747 0.205  C21 1.111
11 N -1.908 -0.050 -0.016  C2 1.317, C5 1.397, S7 1.824
12 C -4.116 0.907 -0.159  S7 1.718, C15 1.355, H20 1.084
13 H -1.743 -2.667 0.293  C21 1.158
14 H 1.478 -1.305 -1.142  C8 1.108
15 C -3.239 1.715 0.484  C2 1.394, H4 1.071, C12 1.355
16 H 2.326 1.406 0.213  C17 1.198
17 C 2.678 0.547 -0.544  H1 1.077, C3 1.550, C8 1.494, H16 1.198
18 H 4.196 -1.117 -0.292  C3 1.078
19 H -1.123 1.391 1.140  C2 1.058
20 H -5.136 1.120 -0.457  C12 1.084
21 C -0.745 -2.084 0.216  C5 1.323, H10 1.111, H13 1.158
22 N 0.433 0.069 -0.111  C5 1.431, C8 1.225

Charges obtained by Löwdin population analysis, quoted in units of e:
1 H 0.11
2 C -0.14
3 C -0.08
4 H 0.12
5 C -0.30
6 H 0.07
7 S 1.06
8 C -0.14
9 H 0.07
10 H 0.11
11 N -0.25
12 C -0.40
13 H 0.13
14 H 0.15
15 C -0.11
16 H 0.16
17 C -0.18
18 H 0.08
19 H 0.12
20 H 0.09
21 C 0.18
22 N 0.16

# C8H11NO3

One molecule with the formula C8H11NO3 in a non-equilibrium geometry (wB97M-V/def2-TZVPD, OMol25).

The value obtained for the frontier orbital gap is 9.14 eV. Its SMILES is C=C(C)C(=O)/C(=C/C(N)=O)OC. The calculation puts the total energy at -16105.211 eV. The charge is 0. Its energy above the lowest of the compared OMol25 structures with the same formula, charge and spin is 44.7 kcal per mole.

Last columns: bonded neighbours and bond lengths (Å).
Element x y z (Å)
1 H 2.896 -0.876 1.084  N19 1.015
2 H -1.538 -1.401 0.752  C4 1.092
3 H -3.148 -1.223 -0.231  C4 1.103
4 C -2.138 -0.858 0.019  H2 1.092, H3 1.103, C14 1.399
5 C 2.173 -1.782 -0.613  C11 1.429, N19 1.392, O22 1.226
6 O -0.390 2.084 -0.656  C20 1.204
7 H -3.774 0.555 -1.513  C21 1.106
8 H 3.981 -2.012 0.317  N19 1.014
9 C 0.736 0.144 0.051  O10 1.407, C11 1.365, C20 1.478
10 O 1.570 0.545 1.111  C9 1.407, C15 1.466
11 C 1.038 -0.924 -0.743  C5 1.429, C9 1.365, H16 1.092
12 H -2.449 0.917 -2.591  C21 1.104
13 H -0.101 0.911 2.425  C15 1.105
14 C -1.745 0.319 -0.628  C4 1.399, C20 1.447, C21 1.537
15 C 0.881 1.330 2.140  O10 1.466, H13 1.105, H17 1.085, H23 1.107
16 H 0.403 -1.139 -1.606  C11 1.092
17 H 1.472 1.292 3.050  C15 1.085
18 H -2.865 2.070 -1.258  C21 1.096
19 N 3.038 -1.673 0.472  H1 1.015, C5 1.392, H8 1.014
20 C -0.451 0.915 -0.375  O6 1.204, C9 1.478, C14 1.447
21 C -2.769 1.014 -1.538  H7 1.106, H12 1.104, C14 1.537, H18 1.096
22 O 2.439 -2.589 -1.497  C5 1.226
23 H 0.740 2.382 1.826  C15 1.107

Charges obtained by Löwdin population analysis, quoted in units of e:
1 H 0.08
2 H 0.07
3 H 0.07
4 C 0.12
5 C -0.53
6 O 0.13
7 H 0.08
8 H 0.11
9 C -0.17
10 O -0.10
11 C 0.06
12 H 0.09
13 H 0.10
14 C -0.26
15 C -0.03
16 H 0.14
17 H 0.09
18 H 0.08
19 N 0.16
20 C -0.38
21 C -0.05
22 O 0.04
23 H 0.10